# 1
Molecular formula: C4H9NO2
Method: DFT, ωB97M-V/def2-TZVPD

## Properties
SMILES: C[C@@H](O)CNC=O
Electronic energy (eV): -9879.30114

```
16
Properties=species:S:1:pos:R:3:forces:R:3
C 0.3162 2.0054 0.8604 -0.024 0.032 0.011
C 0.3451 0.7789 -0.0428 -0.306 0.128 0.092
O 1.6823 0.3576 -0.0973 0.086 -0.106 -0.145
C -0.5824 -0.2951 0.5465 0.031 0.084 0.117
N -0.9531 -1.4037 -0.3375 0.037 -0.102 -0.098
C -0.1968 -2.0370 -1.2586 0.139 0.020 -0.084
O 0.9282 -1.7354 -1.6287 -0.335 -0.057 0.169
H -0.6775 2.4648 0.8959 0.145 -0.078 -0.016
H 1.0348 2.7413 0.4904 -0.115 -0.095 0.041
H 0.6171 1.7256 1.8770 -0.055 0.040 -0.144
H -0.0302 1.0495 -1.0450 0.088 -0.049 0.127
H 1.7046 -0.3940 -0.7191 0.060 0.025 0.083
H -0.1045 -0.6834 1.4554 -0.029 0.043 -0.110
H -1.5269 0.1786 0.8368 0.156 -0.051 -0.023
H -1.8364 -1.8476 -0.1366 0.097 0.056 -0.066
H -0.7206 -2.9055 -1.6966 0.026 0.107 0.047
```
Forces are in eV/Å.

---

# 2
Molecular formula: C4H9NO2
Method: DFT, ωB97M-V/def2-TZVPD

## Properties
Electronic energy (eV): -9876.78010

```
16
Properties=species:S:1:pos:R:3:forces:R:3
C -1.3669 1.3895 -0.4641 -0.133 0.126 0.003
C -0.3779 0.3548 -0.0011 0.049 -0.024 -0.010
C -0.7418 -1.0728 0.0361 -0.137 -0.051 -0.115
O -0.3152 -1.7411 1.2830 -0.001 0.148 0.130
N 0.9406 0.6175 -0.4234 0.130 -0.088 0.078
C 2.0463 -0.0025 -0.1104 -0.025 0.014 -0.162
O 2.1374 -1.0147 0.7272 -0.147 0.114 -0.067
H -1.1181 2.3953 -0.0961 -0.038 -0.187 -0.061
H -2.3558 1.1596 -0.0530 0.162 0.028 -0.072
H -1.4957 1.4723 -1.5626 0.077 -0.065 0.119
H 1.2385 -1.3337 1.0510 0.012 0.010 -0.008
H -1.8273 -1.1920 -0.0540 0.168 0.060 0.014
H -0.2657 -1.7004 -0.7364 -0.044 0.125 0.067
H -0.5555 -1.0954 1.9677 0.050 -0.156 -0.060
H 1.0743 1.4203 -1.0327 0.017 -0.075 0.081
H 2.9829 0.3433 -0.5311 -0.140 0.022 0.063
```
Forces are in eV/Å.

---

# 3
Molecular formula: C4H9NO2
Method: DFT, ωB97M-V/def2-TZVPD

## Properties
Electronic energy (eV): -9876.54955

```
16
Properties=species:S:1:pos:R:3:forces:R:3
C -0.5807 1.1116 0.5767 -0.948 1.656 -0.831
C 1.5550 -1.1310 -0.3571 -0.238 -0.977 0.914
C 0.9131 -1.3065 0.7966 0.649 -0.658 -0.356
C -2.3335 0.1147 -0.5574 0.136 0.433 -0.113
O -0.1141 1.6970 -0.3691 -0.063 -0.548 0.833
O -0.2508 1.3870 1.8407 0.370 -0.208 0.008
N -1.7157 0.2438 0.5335 0.121 -0.848 0.450
H 1.4701 1.3447 -1.7476 1.334 -1.212 -0.872
H -0.7761 0.8280 2.4347 0.012 0.028 -0.255
H 1.1645 -1.5619 -1.2680 -0.065 0.241 -0.171
H 2.5595 -0.7506 -0.3699 0.087 0.450 -0.145
H -2.0908 0.6916 -1.4513 0.194 -0.060 -0.021
H -3.1636 -0.5760 -0.5965 -0.197 -0.071 0.010
H 0.0129 -1.8945 0.8708 -0.358 0.175 -0.168
H 1.3495 -1.0353 1.7438 0.138 0.303 0.099
H 2.0006 0.8374 -2.0797 -1.171 1.295 0.618
```
Forces are in eV/Å.

---

# 4
Molecular formula: C4H9NO2
Method: DFT, ωB97M-V/def2-TZVPD

## Properties
Electronic energy (eV): -9875.17509

```
16
Properties=species:S:1:pos:R:3:forces:R:3
C -1.2099 1.3232 -0.1608 -0.596 -0.710 -1.167
C -0.1679 0.4011 0.3507 -0.226 -0.209 -0.098
C -0.8749 -0.9682 0.2487 -0.294 0.242 -0.714
O -0.4344 -1.9359 1.0737 0.122 -0.205 -0.770
N 1.0919 0.4713 -0.3804 0.107 -0.058 0.053
C 2.1213 -0.3611 -0.1505 0.057 -0.018 0.048
O 2.0956 -1.3222 0.6114 0.027 0.298 -0.168
H -0.9755 2.0653 -0.9068 0.604 0.408 0.119
H -1.7746 1.7784 0.6833 -0.206 -0.669 -1.001
H -1.6191 0.3513 -1.2368 0.071 1.500 2.037
H 0.0409 0.5252 1.4243 -0.148 0.148 -0.205
H -1.9568 -0.9287 0.3112 -0.025 0.311 0.269
H -1.1649 -0.7137 -1.3443 0.764 -0.805 1.804
H 0.5485 -1.8613 1.1478 -0.161 -0.069 -0.261
H 1.2479 1.2874 -0.9540 -0.005 -0.172 0.021
H 3.0320 -0.1122 -0.7174 -0.090 0.009 0.033
```
Forces are in eV/Å.

---

# 5
Molecular formula: C4H9NO2
Method: DFT, ωB97M-V/def2-TZVPD

## Properties
SMILES: C[C@@H]1C[C@@](N)(O)O1
Electronic energy (eV): -9878.69082

```
16
Properties=species:S:1:pos:R:3:forces:R:3
C -2.1089 0.1918 -0.0675 -0.002 0.009 0.026
C -0.7697 -0.2148 -0.6382 -0.274 -0.151 -0.074
C 0.1756 -1.0442 0.2378 0.024 -0.099 0.038
C 1.1802 0.1038 0.0285 0.022 -0.092 0.226
N 1.7355 0.6778 1.1982 -0.106 0.172 -0.021
O 2.2492 -0.1450 -0.8308 -0.061 0.007 -0.227
O 0.1732 0.8823 -0.6657 0.058 0.098 -0.022
H -1.9901 0.5948 0.9442 -0.009 -0.058 -0.125
H -2.7808 -0.6729 -0.0253 0.089 0.114 -0.001
H -2.5739 0.9604 -0.6929 0.061 -0.101 0.083
H -0.9025 -0.6237 -1.6494 0.042 0.049 0.130
H -0.1534 -1.1570 1.2759 0.056 0.069 -0.179
H 0.5104 -2.0078 -0.1491 -0.052 0.145 0.031
H 2.3416 1.4509 0.9425 -0.019 -0.075 0.059
H 1.0060 1.0136 1.8161 0.073 -0.046 -0.036
H 1.9077 -0.0101 -1.7242 0.098 -0.042 0.091
```
Forces are in eV/Å.

---

# 6
Molecular formula: C4H9NO2
Method: DFT, ωB97M-V/def2-TZVPD

## Properties
Electronic energy (eV): -9875.16302

```
16
Properties=species:S:1:pos:R:3:forces:R:3
C -0.2454 0.0579 0.2498 1.921 0.042 -0.402
C -0.1664 -0.0450 -1.2255 -3.331 0.805 -0.708
N -1.0901 1.1061 0.6098 -0.610 -0.383 -1.349
C 1.3020 0.3294 0.3603 -0.548 -0.266 1.543
C 2.1746 -0.5868 0.7671 0.015 0.235 -0.213
O -0.5377 -1.2500 0.7735 -0.090 0.047 -0.109
O -1.9344 0.3836 -1.6012 1.746 -0.474 0.368
H -0.9935 -1.1037 1.6093 -0.016 0.019 -0.079
H -2.4380 -0.4096 -1.3760 0.045 -0.125 -0.087
H -1.9313 0.9945 -0.4889 1.290 -0.144 1.408
H -1.0587 1.2804 1.6085 -0.391 0.225 -0.275
H 0.1948 0.8319 -1.7463 0.179 -0.148 0.094
H 0.0758 -1.0144 -1.6517 -0.300 0.092 -0.033
H 1.5602 1.3696 0.2200 0.128 0.058 -0.103
H 3.2056 -0.3284 0.9680 0.091 0.007 -0.166
H 1.8825 -1.6156 0.9233 -0.129 0.010 0.110
```
Forces are in eV/Å.

---

# 7
Molecular formula: C4H9NO2
Method: DFT, ωB97M-V/def2-TZVPD

## Properties
SMILES: CO[C@@]1(C)O[C@H]1N
Electronic energy (eV): -9877.70394

```
16
Properties=species:S:1:pos:R:3:forces:R:3
C -1.7436 -1.1301 0.3702 -0.002 0.185 -0.012
O -0.5576 -0.8557 -0.3622 0.291 -0.035 -0.321
C 0.0850 0.3142 -0.0337 0.884 0.078 0.768
C -0.6178 1.5962 -0.4050 -0.058 -0.204 0.502
O 0.8068 0.2275 1.2487 -1.069 0.408 -0.076
C 1.5561 0.2644 0.0577 -0.448 -0.315 -1.297
N 2.2543 -0.8650 -0.4143 0.753 -0.405 0.124
H -1.9759 -2.1767 0.1869 -0.026 0.041 0.063
H -1.5908 -0.9582 1.4388 0.021 -0.073 -0.042
H -2.5719 -0.5103 0.0155 -0.016 -0.043 0.039
H -0.0664 2.4553 -0.0319 0.099 -0.009 -0.033
H -1.6186 1.6415 0.0199 -0.092 -0.015 0.023
H -0.6986 1.6553 -1.4875 0.014 -0.011 -0.084
H 2.0927 1.2018 -0.1021 0.016 -0.131 0.187
H 1.7177 -1.6521 -0.7620 -0.372 0.416 0.307
H 2.9283 -1.2083 0.2612 0.007 0.115 -0.149
```
Forces are in eV/Å.

---

# 8
Molecular formula: C4H9NO2
Method: DFT, ωB97M-V/def2-TZVPD

## Properties
SMILES: CC(=O)NCCO
Electronic energy (eV): -9878.77290

```
16
Properties=species:S:1:pos:R:3:forces:R:3
C -1.7479 0.3328 0.8567 1.861 0.204 -1.026
C -1.3347 -0.9625 0.1710 -0.314 0.027 0.585
O -2.1350 -1.7000 -0.3538 -0.261 -0.333 -0.091
N -0.0144 -1.3342 0.3373 -0.264 -0.074 0.032
C 1.0706 -0.3918 0.3095 0.358 0.725 -0.419
C 1.1107 0.4702 -0.9753 -0.714 -0.858 0.028
O 1.5841 1.7350 -0.6041 0.384 0.610 -0.214
H -1.3414 0.2530 1.8678 -0.761 0.203 0.197
H -2.7808 0.5709 0.6873 -0.454 -0.266 0.458
H -1.1694 1.1532 0.4049 -0.118 -0.042 0.110
H 0.1415 -2.3308 0.3279 0.167 0.196 -0.484
H 2.0219 -0.9068 0.3921 -0.010 -0.168 0.324
H 0.9982 0.3551 1.1043 0.049 -0.227 0.262
H 1.6758 0.0039 -1.7796 0.484 -0.056 0.036
H 0.0921 0.4961 -1.3632 -0.269 0.342 -0.046
H 1.8288 2.2559 -1.3827 -0.138 -0.282 0.248
```
Forces are in eV/Å.

---

# 9
Molecular formula: C4H9NO2
Method: DFT, ωB97M-V/def2-TZVPD

## Properties
Electronic energy (eV): -9871.26763

```
16
Properties=species:S:1:pos:R:3:forces:R:3
C -0.8286 -0.5856 0.1581 -7.152 3.404 -3.032
C -1.5312 0.4611 -0.5775 1.085 -1.578 1.338
C -1.0402 1.8111 -0.5596 -1.946 0.270 1.077
O -0.2219 2.2016 0.2534 0.716 0.195 -0.370
N 1.0349 -1.1818 -0.7320 0.552 2.191 -1.949
C 0.9032 -1.9284 0.2055 3.047 -5.070 4.121
O 2.3115 1.1452 0.6202 -0.526 -1.015 -0.570
H -1.0754 -1.5512 -0.2920 -0.819 0.466 0.765
H 0.2939 -0.3981 0.0038 1.311 1.649 -1.676
H -2.4328 0.2136 -1.0965 0.016 -0.120 -1.008
H 1.6646 1.8141 0.3994 -0.084 1.016 0.362
H -1.6288 2.5253 -1.1708 0.485 0.020 -0.195
H -1.0599 -0.5015 1.2184 1.285 0.052 0.554
H 1.4033 -2.9091 0.2711 -0.168 0.127 -0.226
H 0.3947 -1.5375 1.1124 0.933 -1.849 0.428
H 1.8127 0.4213 0.1862 1.265 0.242 0.382
```
Forces are in eV/Å.

---

# 10
Molecular formula: C4H9NO2
Method: DFT, ωB97M-V/def2-TZVPD

## Properties
Spin multiplicity: 3
Electronic energy (eV): -9870.28361

```
16
Properties=species:S:1:pos:R:3:forces:R:3
C -1.8829 0.3221 -0.0235 -1.193 0.858 -1.656
C 0.8915 0.8117 -1.4058 4.091 1.388 -0.486
C -0.4819 -0.8583 1.4212 -3.469 1.452 -0.560
C 1.5552 -0.1260 0.6272 3.089 1.443 2.141
N -1.1375 -0.7079 0.1655 0.496 0.120 4.174
O -1.1262 -1.6336 -0.6520 0.892 -2.046 -1.638
O 1.1226 0.9505 0.0024 0.087 0.568 -0.908
H -2.4439 0.3877 -0.9011 -0.566 -0.445 -1.391
H -2.0439 1.1125 0.5897 0.351 1.846 2.403
H 0.5144 -0.1556 -1.6388 -0.007 -0.769 -0.512
H 1.8663 1.2446 -2.0969 -2.219 -1.905 2.082
H 0.2393 1.5745 -1.5878 -2.298 1.648 -0.763
H -0.2837 -1.8797 1.5292 0.860 -1.076 0.728
H -0.5961 -0.0594 2.2196 0.268 -1.296 -1.390
H 1.7562 -1.0058 0.1440 0.212 -1.976 -1.526
H 2.0505 0.0227 1.6070 -0.592 0.192 -0.697
```
Forces are in eV/Å.

---

# 11
Molecular formula: C4H9NO2
Method: DFT, ωB97M-V/def2-TZVPD

## Properties
Net charge: +1
Spin multiplicity: 2
Electronic energy (eV): -9868.93401

```
16
Properties=species:S:1:pos:R:3:forces:R:3
O -1.3310 2.3654 -0.6849 -0.358 -3.375 1.200
C -1.4565 1.1632 -0.3451 2.237 4.722 -1.771
O -2.5207 0.6402 0.1703 1.798 -2.996 -0.913
C -0.1517 0.2838 -0.5446 0.432 -1.771 -0.602
C -0.0161 -0.9318 0.4255 -0.612 0.352 -1.090
C 1.2734 -1.6859 0.1056 1.463 -1.025 0.320
N 1.0375 1.1727 -0.3146 -4.090 -1.685 0.716
H -2.9293 1.3156 0.6385 -2.154 2.312 1.370
H -0.1818 0.0069 -1.6340 0.140 0.151 0.742
H -0.9372 -1.5658 0.4641 0.744 0.642 -0.300
H 0.0162 -0.3635 1.3543 0.222 -0.749 0.768
H 1.4688 -2.0908 -0.9622 -0.759 0.783 1.834
H 2.0945 -1.0362 0.3911 0.472 0.813 -0.753
H 1.6174 -2.4432 0.8638 -1.341 -0.032 -0.830
H 1.2952 1.0930 0.6606 1.296 0.002 0.208
H 0.7215 2.0766 -0.5884 0.510 1.855 -0.901
```
Forces are in eV/Å.

---

# 12
Molecular formula: C4H9NO2S
Method: DFT, ωB97M-V/def2-TZVPD

## Properties
Electronic energy (eV): -20711.59790

```
17
Properties=species:S:1:pos:R:3:forces:R:3
C 1.2059 2.4074 1.6584 -0.239 -0.267 -0.667
C -2.0737 -0.7212 0.4650 2.710 -3.422 -1.719
C 2.2545 0.3696 -1.0906 -1.430 3.055 0.609
C -0.1709 0.8697 -0.0258 1.484 -0.320 0.347
N -0.6533 -0.2904 0.7995 -1.760 -1.223 1.545
O 0.7546 1.7779 2.5061 -0.573 -0.820 1.827
O 1.7101 3.0797 0.8812 0.831 1.171 -0.855
S 0.4963 0.2550 -1.5036 0.473 -0.814 -1.085
H -2.1948 -1.7248 0.9487 -0.564 1.027 -0.254
H -2.7897 -0.0019 0.6636 -1.117 1.449 0.827
H -1.9929 -0.8758 -0.6122 -0.570 -0.174 -0.023
H 2.4178 1.4568 -0.9504 0.042 -0.333 -0.377
H 2.9586 0.0678 -1.8035 0.872 -1.274 -0.704
H 2.2229 0.0745 -0.0786 1.076 -1.289 0.927
H -1.0061 1.3436 -0.4369 -1.869 0.993 0.186
H -0.0014 -1.1500 0.7245 -1.229 1.903 0.101
H -0.8834 -0.0925 1.8040 1.861 0.338 -0.685
```
Forces are in eV/Å.